This record from OMol25 describes a molecular structure, C57H62CoN4OPTe. The level of theory is wB97M-V/def2-TZVPD.

Calculated values
E_HOMO (spin up / spin down) = -5.8 / -5.8 eV
relative energy (zero: lowest compared OMol25 entry of this formula, charge and spin) = 0.00 kJ/mol

ORCA input file:
```
! RIJCOSX wB97M-V def2-TZVPD def2/J DEFGRID3
* xyz 0 1
Co 0.426 0.122 0.170
C -2.923 0.023 2.698
C -2.157 0.089 1.527
N -0.839 0.020 1.602
C -0.198 -0.072 2.779
C -0.891 -0.234 4.006
C -2.306 -0.149 3.904
C -0.174 -0.510 5.173
C 1.202 -0.729 5.026
C 1.907 -0.540 3.867
C 1.275 0.092 2.694
N 1.716 -0.344 1.373
C 2.976 0.029 0.926
C 4.150 0.150 1.643
C 5.371 0.411 0.985
C 5.459 0.594 -0.366
C 4.267 0.574 -1.129
C 4.194 0.874 -2.509
C 2.982 0.946 -3.134
C 1.813 0.698 -2.391
N 1.861 0.366 -1.122
C 3.057 0.303 -0.472
H -4.000 0.100 2.624
H -2.600 0.238 0.552
H -2.895 -0.230 4.810
H -0.680 -0.656 6.115
H 1.752 -1.112 5.880
H 2.948 -0.802 3.833
H 4.151 0.056 2.714
H 6.268 0.473 1.587
H 6.404 0.795 -0.850
H 5.109 1.071 -3.054
H 2.897 1.196 -4.183
H 0.833 0.788 -2.838
C 2.435 -3.405 -0.058
C 1.361 -3.483 -1.155
C 1.023 -4.963 -1.351
C 1.951 -2.926 -2.450
P -0.066 -2.417 -0.540
C -0.651 -3.432 0.859
C -0.203 -3.097 2.132
C -0.602 -3.824 3.247
C -1.447 -4.910 3.095
C -1.877 -5.279 1.826
C -1.477 -4.550 0.719
C -1.457 -2.396 -1.825
C -1.562 -3.570 -2.802
C -2.808 -2.254 -1.112
C -1.221 -1.133 -2.660
H 3.308 -3.973 -0.389
H 2.084 -3.837 0.879
H 2.749 -2.383 0.143
H 1.942 -5.478 -1.644
H 0.289 -5.142 -2.130
H 0.673 -5.423 -0.428
H 2.840 -3.507 -2.708
H 2.260 -1.893 -2.344
H 1.262 -2.995 -3.291
H 0.483 -2.274 2.266
H -0.249 -3.521 4.223
H -1.767 -5.477 3.960
H -2.523 -6.138 1.698
H -1.817 -4.863 -0.258
H -1.778 -4.514 -2.305
H -0.667 -3.697 -3.407
H -2.391 -3.370 -3.487
H -3.150 -3.196 -0.690
H -3.552 -1.917 -1.838
H -2.778 -1.533 -0.301
H -0.314 -1.208 -3.261
H -1.148 -0.225 -2.047
H -2.064 -0.988 -3.339
C -3.829 6.082 -6.831
C -3.170 5.441 -5.641
C -3.578 5.730 -4.350
C -2.985 5.139 -3.236
C -3.480 5.531 -1.872
C -1.958 4.209 -3.430
Te -1.040 3.245 -1.771
N 0.592 1.875 0.574
C 1.112 2.300 1.653
O 1.552 1.598 2.714
C 1.271 3.766 1.887
C 1.237 4.285 3.176
C 1.350 5.653 3.375
C 1.515 6.506 2.293
C 1.572 5.987 1.006
C 1.450 4.621 0.806
C -2.845 2.585 -0.858
C -3.790 1.861 -1.601
C -3.669 1.602 -3.075
C -4.936 1.393 -0.961
C -5.188 1.646 0.377
C -6.438 1.146 1.047
C -4.258 2.396 1.079
C -3.088 2.867 0.495
C -2.139 3.631 1.371
C -1.507 3.930 -4.727
C -0.378 2.972 -5.007
C -2.123 4.545 -5.809
H -4.558 6.830 -6.523
H -4.348 5.339 -7.440
H -3.093 6.570 -7.473
H -4.380 6.443 -4.196
H -4.173 6.368 -1.945
H -2.651 5.823 -1.224
H -3.994 4.707 -1.376
H 1.110 3.612 4.013
H 1.315 6.052 4.380
H 1.605 7.573 2.452
H 1.714 6.644 0.158
H 1.500 4.205 -0.191
H -2.643 1.377 -3.362
H -3.972 2.478 -3.650
H -4.310 0.769 -3.366
H -5.660 0.829 -1.539
H -6.968 0.435 0.416
H -7.119 1.970 1.267
H -6.209 0.656 1.994
H -4.433 2.612 2.128
H -2.680 4.104 2.190
H -1.588 4.395 0.823
H -1.400 2.955 1.803
H 0.457 3.104 -4.319
H -0.004 3.117 -6.020
H -0.709 1.934 -4.918
H -1.768 4.324 -6.810
*
```